Record 1
Computed, not measured: a molecular structure, C20H26BrN6OPbSi, with ωB97M-V with the def2-TZVPD basis set.

Last column: Löwdin charge in e.
Cartesian coordinates (Å):
Pb 0.6898 1.3689 -2.1509  1.38
O 3.8813 6.9312 -1.8022  0.17
C 3.1017 5.8771 -1.8738  -0.26
C 1.7372 5.9152 -2.2013  0.05
C 1.0341 4.7401 -2.2485  -0.09
N 1.5995 3.5413 -1.9904  -0.20
C 2.9000 3.5355 -1.6756  -0.72
Br 3.5853 1.7938 -1.3178  0.84
C 3.7000 4.6341 -1.5929  0.02
H 3.4347 7.7633 -2.0171  0.16
H 1.2400 6.8502 -2.4225  0.14
H -0.0183 4.7357 -2.5040  0.14
H 4.7476 4.5770 -1.3328  0.15
C 0.8584 2.9482 1.3985  0.02
C -0.4189 2.4055 0.8654  -0.32
N -0.5872 1.7850 -0.3118  -0.15
C -1.9347 1.4399 -0.4018  -0.13
C -2.5624 1.8616 0.7145  0.00
N -1.5962 2.4635 1.4957  0.03
C -1.9028 3.0799 2.8155  -0.04
N -2.5107 2.1501 3.6866  -0.07
N -3.8548 1.9065 3.5419  0.06
N -4.1884 0.9528 4.3023  0.10
C -3.0697 0.5087 4.9882  -0.21
C -2.9431 -0.4942 5.9518  0.01
C -1.6868 -0.7019 6.4717  -0.06
C -0.5818 0.0678 6.0555  -0.06
C -0.6954 1.0645 5.1098  -0.02
C -1.9725 1.2644 4.5849  -0.17
H 1.6990 2.5688 0.8221  0.04
H 1.0099 2.6395 2.4326  0.09
H 0.8731 4.0389 1.3642  0.11
H -2.3479 0.9172 -1.2493  0.11
H -3.5860 1.7902 1.0449  0.13
H -2.5932 3.9011 2.6333  0.15
H -0.9799 3.4627 3.2425  0.14
H -3.8030 -1.0642 6.2746  0.13
H -1.5374 -1.4597 7.2279  0.12
H 0.3825 -0.1212 6.5081  0.11
H 0.1579 1.6694 4.8294  0.10
C 1.3530 -7.6498 -2.4057  -0.14
Si 1.0740 -6.4737 -3.7753  0.81
C -1.1275 -5.8474 -3.8593  -0.11
C 1.6609 -6.8364 -5.4666  -0.14
C 0.1205 -4.9628 -3.4653  -0.25
H 1.2150 -8.6803 -2.7368  0.07
H 0.7011 -7.4478 -1.5558  0.06
H 2.3899 -7.5576 -2.0658  0.06
H -0.8992 -6.9290 -4.0760  0.09
H -1.5971 -5.5034 -4.7758  0.10
H -1.8477 -5.9105 -3.0490  0.11
H 1.4713 -7.8780 -5.7319  0.07
H 2.7449 -6.6882 -5.5082  0.06
H 1.2022 -6.1809 -6.2066  0.06
H 0.0531 -4.6288 -2.4359  0.08
H 0.2246 -4.1337 -4.1554  0.08

As for the energy relative to the best compared isomer or geometry (same formula, charge and spin): 148.0 kJ/mol. The net charge is +3. As for the largest force on an atom: 0.4 eV Å⁻¹.



Record 2
Computed, not measured: a molecular structure, C20H26Cl2N2O3Pd, with ωB97M-V with the def2-TZVPD basis set.

Last column: Löwdin charge in e.
Cartesian coordinates (Å):
C -4.6096 0.9679 1.8629  -0.03
C -4.1024 0.6278 0.4017  -0.36
N -4.3813 -0.5539 -0.0126  0.16
C -3.3566 1.7434 -0.4384  -0.08
C -1.9705 1.3277 -0.9915  -0.06
C -1.8041 0.1890 -2.0258  0.19
C -0.4623 -0.0767 -2.4934  0.00
C 0.7246 0.6981 -2.0165  0.10
C 0.5904 1.8184 -1.0006  -0.09
C 1.8273 2.5827 -0.5501  -0.59
Cl 3.2648 1.5186 -0.2500  0.75
C 1.5888 3.4849 0.7879  -0.64
C 1.3489 5.0089 0.4369  -0.10
Cl 3.1036 3.4271 1.8216  0.62
C -0.8077 2.0924 -0.5090  0.06
C 1.9628 0.0547 -2.7670  -0.32
O 2.9744 0.5164 -3.1657  0.20
N 1.4874 -1.3416 -2.9075  0.08
O 1.0787 -1.5384 -1.5666  -0.18
C 1.5233 -2.8308 -1.0666  -0.06
C 0.7948 -3.1631 0.3231  -0.28
C -0.4487 -2.2353 0.6133  -0.06
C 1.8258 -3.2652 1.5182  -0.38
C 1.2661 -4.2485 2.6369  -0.07
C 2.2364 -1.8774 2.1526  -0.07
C 0.1368 -1.1276 -3.5118  -0.28
O -0.3099 -1.5881 -4.4989  0.25
H -5.5843 1.5229 1.7028  0.10
H -3.8710 1.5628 2.4543  0.08
H -4.9108 0.0039 2.3626  0.10
H -4.0385 -0.6434 -0.9777  0.03
H -4.0480 2.1325 -1.2413  0.16
H -3.1918 2.6160 0.2614  0.12
H -2.6578 -0.4022 -2.4293  0.15
H 2.1645 3.3002 -1.4379  0.04
H 0.7885 3.0057 1.4020  0.11
H 0.2491 5.2334 0.4664  0.09
H 1.7206 5.2933 -0.5969  0.06
H 1.9341 5.6292 1.1614  0.09
H -0.9082 2.9135 0.2463  0.12
H 1.3014 -3.6275 -1.8219  0.15
H 2.6234 -2.8136 -0.8413  0.14
H 0.3796 -4.2052 0.1782  0.14
H -1.3633 -2.4885 0.0092  0.09
H -0.2265 -1.1334 0.5293  0.06
H -0.7372 -2.3981 1.6961  0.10
H 2.7609 -3.7604 1.1166  0.14
H 2.1701 -4.6712 3.1654  0.10
H 0.6752 -5.0902 2.1946  0.08
H 0.6343 -3.6456 3.3546  0.09
H 1.4280 -1.0983 2.1390  0.06
H 3.1338 -1.4570 1.6143  0.07
H 2.4820 -2.0604 3.2363  0.09
Pd 1.6104 4.0704 -2.7276  0.71

The net charge is +2. The total energy is -58780.5203 eV. As for the largest force on an atom: 3.7 eV Å⁻¹.



Record 3
Computed, not measured: C20H26Cl2N6O3 in the gas phase, with ωB97M-V with the def2-TZVPD basis set.

Last column: Löwdin charge in e.
Cartesian coordinates (Å):
C -0.2192 4.0290 0.4841  -0.05
N 0.4147 2.8147 0.9269  -0.15
C 1.7641 2.9334 1.4117  -0.05
C -0.2841 1.6782 1.0742  -0.36
N -1.5801 1.6995 0.7245  0.20
C -2.2176 0.5556 0.8957  -0.42
O -3.5272 0.6092 0.6314  0.01
C -4.2297 -0.6188 0.5446  -0.14
C -4.3931 -1.0144 -0.9401  -0.12
N -3.1845 -0.6999 -1.6596  0.08
C -3.1000 0.4586 -2.3483  -0.47
O -4.0509 1.0697 -2.7795  0.08
C -1.6764 0.9795 -2.5615  -0.08
O -0.7307 0.0305 -2.1221  -0.09
C 0.5331 0.4333 -1.8520  -0.30
C 1.0591 1.6919 -2.1143  -0.01
C 2.3687 1.9909 -1.7799  -0.11
C 3.1618 1.0351 -1.1714  -0.69
Cl 4.7837 1.4192 -0.7230  0.68
C 2.6707 -0.2364 -0.9162  -0.12
C 1.3689 -0.5268 -1.2665  -0.57
Cl 0.7268 -2.0948 -1.0028  0.82
N -1.6836 -0.5753 1.3243  0.19
C -0.3888 -0.4927 1.6763  -0.37
N 0.1868 -1.5872 2.1909  -0.07
C 1.5371 -1.5603 2.7007  -0.15
C 2.3050 -2.7981 2.2417  -0.19
C 1.5566 -4.0612 2.6562  -0.20
C 0.1506 -4.0268 2.0650  -0.18
C -0.5771 -2.7657 2.5253  -0.15
N 0.3513 0.6095 1.5544  0.19
H -1.2505 3.8052 0.2246  0.08
H 0.3092 4.4278 -0.3856  0.08
H -0.2009 4.7802 1.2786  0.09
H 2.3904 3.4022 0.6512  0.08
H 2.1414 1.9403 1.6358  0.07
H 1.7938 3.5464 2.3181  0.09
H -3.6760 -1.3862 1.0924  0.10
H -5.2067 -0.4582 1.0051  0.13
H -4.6219 -2.0794 -1.0210  0.12
H -5.1878 -0.4261 -1.4041  0.12
H -2.3239 -1.0845 -1.2928  0.12
H -1.6136 1.8995 -1.9646  0.13
H -1.5298 1.2265 -3.6199  0.15
H 0.4523 2.4460 -2.5880  0.12
H 2.7695 2.9683 -1.9970  0.11
H 3.2920 -0.9858 -0.4538  0.11
H 2.0082 -0.6453 2.3427  0.10
H 1.5069 -1.5368 3.7993  0.13
H 3.3049 -2.7822 2.6780  0.11
H 2.4005 -2.7821 1.1557  0.07
H 2.0900 -4.9467 2.3067  0.11
H 1.4957 -4.1118 3.7462  0.11
H -0.4191 -4.9032 2.3776  0.11
H 0.2154 -4.0293 0.9763  0.08
H -1.5529 -2.6793 2.0489  0.11
H -0.7175 -2.8037 3.6152  0.13

The total energy is -61292.2175 eV. The SMILES is CN(C)c1nc(OCCNC(=O)COc2ccc(Cl)cc2Cl)nc(N2CCCCC2)n1. As for the largest force on an atom: 0.7 eV Å⁻¹.



Record 4
Computed, not measured: a molecular structure, C20H26ClMoN, with ωB97M-V with the def2-TZVPD basis set.

Last column: Löwdin charge in e.
Cartesian coordinates (Å):
C 0.2067 0.6842 -5.9964  -0.89
C 1.5639 1.2455 -6.3887  -0.11
C 0.0070 -0.6037 -6.7797  -0.11
C -0.8453 1.6797 -6.4583  -0.11
Cl 0.0930 0.3848 -4.1427  0.56
H 0.0711 -0.3795 -7.8533  0.10
H -0.9653 -1.0579 -6.5760  0.08
H 0.7707 -1.3455 -6.5343  0.09
H 1.5777 1.3969 -7.4768  0.10
H 2.3763 0.5664 -6.1211  0.08
H 1.7635 2.2021 -5.9011  0.08
H -0.7524 1.8149 -7.5446  0.10
H -0.7180 2.6512 -5.9750  0.08
H -1.8576 1.3355 -6.2346  0.08
C 1.8129 -1.3589 0.9753  -0.08
C 0.9352 -2.0968 0.1281  -0.17
C 1.1866 -1.6820 -1.2392  -0.23
H 0.3578 -2.9762 0.4178  0.12
C 1.9966 -0.4572 -1.1574  -0.20
C 2.4184 -0.3331 0.2001  -0.11
H 3.2303 0.3153 0.5500  0.12
H 2.1118 -1.6392 1.9899  0.11
H 0.9170 -2.2180 -2.1523  0.12
H 2.3263 0.1311 -2.0125  0.10
C -1.9771 1.0481 0.1494  -0.21
C -1.9666 -0.2185 0.8732  -0.17
C -2.0883 -1.2819 -0.0947  -0.18
H -1.9335 -0.3319 1.9523  0.11
C -2.3111 -0.6887 -1.3892  -0.14
C -2.1906 0.7578 -1.2592  -0.18
H -2.3899 1.4771 -2.0492  0.13
H -1.9503 2.0329 0.6049  0.11
H -2.0368 -2.3396 0.1499  0.13
H -2.6465 -1.1998 -2.2923  0.14
Mo -0.2939 -0.1343 -0.5938  1.41
N 0.5738 1.5431 2.5468  0.14
C 0.3954 0.9284 3.7589  -0.27
C 1.4957 0.3175 4.4279  0.07
C 1.3413 -0.2117 5.7151  0.04
C 0.0846 -0.2114 6.3469  -0.02
C -1.0027 0.3997 5.7007  0.04
C -0.8620 0.9312 4.4175  0.06
H 1.3436 1.2704 1.9451  0.07
H -0.2222 1.9108 2.0466  0.08
H 2.4643 0.2587 3.9122  0.14
H 2.2209 -0.6212 6.2309  0.15
H -0.0281 -0.6647 7.3379  0.13
H -1.9638 0.4585 6.2067  0.14
H -1.7314 1.3355 3.8959  0.14

As for the energy relative to the best compared isomer or geometry (same formula, charge and spin): 191.9 kJ/mol. Its spin multiplicity is 3. The net charge is +2. As for the expectation value of S²: 2.033. As for the largest force on an atom: 3.7 eV Å⁻¹.